1.
Molecular formula: C2H3IN4
Method: DFT, ωB97M-V with the def2-TZVPD basis set

Summary:
**HOMO-LUMO gap (spin up / spin down)**: 0.3246 / 0.2253 Ha
**LUMO (spin up / spin down)**: -1.37 / -3.10 eV
**Energy above the lowest of the compared OMol25 structures with the same formula, charge and spin**: 30.9 kcal/mol

Geometry as XYZ:
```
10
Properties=species:S:1:pos:R:3:lowdin_charge:R:1
C -1.018 0.756 -0.895 -0.201
C -0.070 0.608 0.957 -0.125
N -0.986 1.288 0.362 0.087
N -0.302 -0.300 -1.056 0.108
N 0.385 -0.390 0.092 -0.268
N 1.222 -1.316 0.483 0.143
I 4.494 0.116 -0.045 -0.014
H -1.552 1.118 -1.667 0.075
H 0.143 0.871 1.990 0.131
H 1.071 -2.126 -0.112 0.062
```

---

2.
Molecular formula: C2H3INO2
Method: DFT, ωB97M-V with the def2-TZVPD basis set

Summary:
**HOMO-LUMO gap (spin up / spin down)**: 0.2477 / 0.2477 Ha
**LUMO (spin up / spin down)**: -8.38 / -8.38 eV
**Structure (SMILES)**: C[N+](=O)C(=O)I
**Total charge**: +1
**Energy above the lowest of the compared OMol25 structures with the same formula, charge and spin**: 35.6 kcal/mol

Geometry as XYZ:
```
9
Properties=species:S:1:pos:R:3:lowdin_charge:R:1
C 0.419 -0.262 1.083 0.065
N -0.486 0.057 0.058 -0.204
O -1.661 0.166 0.239 0.201
C -0.023 0.139 -1.327 -0.815
O 0.875 -0.635 -1.707 0.088
I -1.036 1.586 -2.380 1.185
H -0.056 -1.121 1.783 0.209
H 0.573 0.547 1.746 0.119
H 1.395 -0.478 0.505 0.152
```

---

3.
Molecular formula: C2H3IO
Method: DFT, ωB97M-V with the def2-TZVPD basis set

Summary:
**HOMO-LUMO gap**: 0.3570 Ha
**LUMO**: 0.26 eV
**Structure (SMILES)**: C=C=O.I
**Energy above the lowest of the compared OMol25 structures with the same formula, charge and spin**: 24.4 kcal/mol

Geometry as XYZ:
```
7
Properties=species:S:1:pos:R:3:lowdin_charge:R:1
C -0.950 0.209 0.244 -0.014
C -1.030 -0.803 -0.540 -0.320
O -1.067 -1.737 -1.209 0.181
H -0.053 0.873 0.254 0.019
H -1.851 0.319 0.826 0.065
I 3.038 0.072 -0.107 0.412
H 1.914 1.066 0.533 -0.343
```

---

4.
Molecular formula: C2H3IO
Method: DFT, ωB97M-V with the def2-TZVPD basis set

Summary:
**HOMO-LUMO gap**: 0.3702 Ha
**LUMO**: 0.38 eV
**Structure (SMILES)**: I[C@H]1CO1
**Energy above the lowest of the compared OMol25 structures with the same formula, charge and spin**: 39.7 kcal/mol

Geometry as XYZ:
```
7
Properties=species:S:1:pos:R:3:lowdin_charge:R:1
I -2.372 -0.270 -0.006 0.777
C -0.307 0.046 0.556 -0.703
C 0.658 -0.143 -0.415 -0.261
O 0.296 1.196 -0.095 -0.104
H -0.278 -0.033 1.597 0.052
H 1.790 -0.449 -0.266 0.162
H 0.213 -0.347 -1.371 0.078
```

---

5.
Molecular formula: C2H3IO
Method: DFT, ωB97M-V with the def2-TZVPD basis set

Summary:
**HOMO-LUMO gap (spin up / spin down)**: 0.2902 / 0.3431 Ha
**LUMO (spin up / spin down)**: -0.34 / -0.61 eV
**Energy above the lowest of the compared OMol25 structures with the same formula, charge and spin**: 138.0 kcal/mol

Geometry as XYZ:
```
7
Properties=species:S:1:pos:R:3:lowdin_charge:R:1
C 0.028 0.448 0.740 -0.164
C -0.292 -0.137 -0.564 -0.836
O -1.074 -0.495 0.438 -0.078
I -0.784 0.735 -2.430 0.753
H 0.914 0.174 1.410 0.118
H -0.338 1.451 1.104 0.113
H 1.544 -2.176 -0.698 0.094
```

---

6.
Molecular formula: C2H3IO2S
Method: DFT, ωB97M-V with the def2-TZVPD basis set

Summary:
**HOMO-LUMO gap**: 0.3597 Ha
**LUMO**: -0.47 eV
**Structure (SMILES)**: C=CS(=O)(=O)I
**Energy above the lowest of the compared OMol25 structures with the same formula, charge and spin**: 9.7 kcal/mol

Geometry as XYZ:
```
9
Properties=species:S:1:pos:R:3:lowdin_charge:R:1
C -0.012 -0.183 -1.517 -0.013
C -0.123 0.590 -0.468 -0.298
S -0.062 0.101 1.237 0.203
O -1.331 -0.180 1.799 -0.355
O 0.797 1.011 1.929 -0.378
I 1.122 -1.943 1.143 0.731
H -0.301 0.259 -2.429 0.069
H 0.175 -1.238 -1.141 -0.011
H -0.266 1.583 -0.553 0.053
```